Record 1
Formula: C44H51N3O2RhSSeTe
Source: the Open Molecules 2025 dataset
Level of theory: ωB97M-V/def2-TZVPD

As for the HOMO energy (spin up / spin down): -4.534 / -4.534 eV. Its molar mass is 995.4 g mol⁻¹. Its net charge is -1. The LUMO energy (spin up / spin down) is 1.4455 / 1.4469 eV.

Element x y z (Å)
1 Te -2.94862 1.14305 -0.47476
2 Rh -0.06386 0.90896 0.17044
3 Se 2.34870 0.38224 0.06313
4 S -5.02264 3.58201 -1.25008
5 O -0.89293 -2.38540 2.47709
6 O -0.27206 0.38453 -3.94033
7 N -0.79158 -0.14148 1.88112
8 N 0.12494 1.41659 -1.90793
9 N -0.44379 -0.80974 -0.63352
10 C 4.95177 -0.74063 1.24565
11 C 5.68641 2.81662 2.36544
12 C 1.36311 0.76326 3.68360
13 C 2.46118 4.70219 -3.21994
14 C 3.52729 2.80206 1.24690
15 C -0.47958 1.53617 5.20667
16 C -3.99553 2.90531 -0.05297
17 C -0.81699 -1.46059 1.67235
18 C 2.70173 0.56799 -4.79829
19 C 6.79692 3.55890 3.06889
20 C 2.23938 1.87076 4.26330
21 C -0.92214 4.05280 -1.62119
22 C 2.32448 3.56626 0.79547
23 C 2.79337 0.93139 -3.31001
24 C -0.23329 0.41514 -2.71399
25 C -5.45718 4.91743 -0.26900
26 C -0.85831 -1.77166 0.19110
27 C -1.23566 -1.93056 -2.53167
28 C -2.77498 1.02836 4.80831
29 C 2.91154 3.41170 -3.42991
30 C 4.55446 3.47326 1.90926
31 C -4.82554 4.86080 0.93514
32 C -2.45426 0.38467 3.61491
33 C -0.79460 4.00916 -0.10520
34 C -3.83639 -1.70781 3.55153
35 C -0.11108 0.92552 4.00974
36 C 3.63329 1.42399 1.02829
37 C -3.56262 -0.34968 2.88330
38 C -1.59407 5.36054 -2.03841
39 C 4.77839 0.74018 1.47266
40 C -0.65776 -0.82327 -1.94858
41 C 5.77681 1.44990 2.13468
42 C -1.60887 -2.98834 -1.71204
43 C 0.91061 2.50104 -2.43227
44 C 1.22242 4.89183 -2.63442
45 C 4.25924 0.85646 -2.86059
46 C -1.44127 -2.90382 -0.33259
47 C -4.85866 0.45614 2.78629
48 C -1.11246 0.38241 3.18193
49 C -3.98888 3.70403 1.05953
50 C 1.85258 -0.60729 4.16245
51 C 2.16856 2.29565 -3.04437
52 C -1.80462 1.61650 5.59736
53 C 0.43380 3.80927 -2.25626
54 H 1.42333 3.13353 1.22804
55 H 4.91448 1.40717 -3.54286
56 H -1.63224 5.45211 -3.12732
57 H -0.43324 3.01816 0.18115
58 H -5.54384 -0.03072 2.08659
59 H 5.87430 -1.09336 1.70913
60 H 6.65541 0.91041 2.48291
61 H 7.14962 3.00603 3.94225
62 H 2.29159 1.81309 5.35543
63 H 3.14235 -0.41912 -4.97596
64 H -2.07488 2.10831 6.52445
65 H -1.57601 3.24255 -1.93119
66 H -4.21912 -1.55987 4.56877
67 H 1.66595 0.55238 -5.13547
68 H 4.45447 4.54346 2.07730
69 H 0.85837 5.90024 -2.47763
70 H 4.10772 -1.29829 1.65541
71 H 6.46492 4.54403 3.40011
72 H -1.07584 6.23950 -1.63791
73 H 2.21513 3.52722 -0.29178
74 H -2.61886 5.37904 -1.65417
75 H -3.23008 -0.52743 1.86767
76 H -6.15946 5.65717 -0.62722
77 H 1.86928 2.86434 3.99346
78 H 1.47086 0.77023 2.60211
79 H -3.42737 3.45537 1.95509
80 H 1.25779 -1.41222 3.72422
81 H 2.90285 -0.75532 3.88524
82 H -4.94440 5.60773 1.71154
83 H -2.05231 -3.87619 -2.14607
84 H -3.80851 1.04576 5.13566
85 H 4.59082 -0.18734 -2.85290
86 H 4.38863 1.25823 -1.85520
87 H 3.87739 3.25900 -3.90014
88 H 1.76900 -0.67478 5.25289
89 H -4.67627 1.46774 2.41559
90 H 3.25591 1.77539 3.88156
91 H 3.25473 1.30065 -5.39742
92 H 7.65558 3.70289 2.40658
93 H -0.07373 4.75303 0.24568
94 H 2.24494 0.19217 -2.73275
95 H -1.74316 4.16428 0.39674
96 H -4.59133 -2.26213 2.98223
97 H 4.98528 -0.97432 0.17925
98 H 2.37719 4.61070 1.11054
99 H -5.36608 0.52568 3.75432
100 H -2.93097 -2.31038 3.60697
101 H -1.76463 -3.67538 0.35296
102 H 0.28721 1.95433 5.84639
103 H 3.06966 5.55132 -3.50751
104 H -1.38450 -1.91858 -3.60183

Atomic partial charges in e from the Mulliken method, atoms 1 to 2: 0.39, -1.07



Record 2
Formula: C44H51N3OP2SeSiTi
Source: the Open Molecules 2025 dataset
Level of theory: ωB97M-V/def2-TZVPD

As for the HOMO energy (spin up / spin down): -10.247 / -10.278 eV. Its molar mass is 854.8 g mol⁻¹. Its net charge is +1. The LUMO energy (spin up / spin down) is -2.1896 / -2.1376 eV. The spin multiplicity is 2.

Element x y z (Å)
1 Se -0.20920 -2.01241 -1.19386
2 Ti -0.07737 0.28276 -0.29552
3 P -2.91166 0.13584 -0.63018
4 P -1.56974 -0.01275 1.80246
5 Si -0.05592 -1.34963 -3.41637
6 O 1.25830 0.46492 1.72733
7 N -0.28935 2.38511 0.21572
8 N 3.19383 0.93870 2.74414
9 N -3.07701 -0.43790 1.02931
10 C -3.63621 -1.64195 -2.61842
11 C 2.67060 -1.39711 2.29824
12 C -6.30438 -1.83132 -1.91400
13 C -5.02051 4.22662 -1.09270
14 C 3.66587 2.35627 -1.35637
15 C 2.32482 0.06236 2.23635
16 C -4.98340 2.08097 -0.00011
17 C 0.86381 5.30955 -2.59105
18 C -3.33492 1.92539 2.90129
19 C -3.51131 -1.83616 1.25380
20 C -1.12496 -2.39510 -4.56776
21 C -4.48657 -2.46143 -3.34758
22 C 1.35700 3.23194 -1.42333
23 C -1.31471 -2.08992 5.33841
24 C -2.03545 1.44867 2.79589
25 C -1.61941 -1.10295 4.41325
26 C -3.23936 2.68162 -1.52941
27 C 2.94637 2.36574 2.56721
28 C -5.45894 -1.01045 -1.18871
29 C -2.55234 3.81536 4.16984
30 C 2.29669 2.10145 -1.19750
31 C 1.66692 4.20326 -2.38037
32 C -3.79659 1.75078 -0.65213
33 C 4.60379 1.34881 -1.23479
34 C 1.85129 0.81031 -0.85258
35 C -0.63592 -2.45101 2.67471
36 C -3.59019 3.10716 3.58382
37 C -3.84266 3.91233 -1.74973
38 C 4.42762 0.54758 3.40959
39 C -0.65490 0.45624 -3.47991
40 C -0.62277 4.52177 -0.89504
41 C -1.28356 -1.28189 3.07398
42 C -0.27819 5.48442 -1.82672
43 C -0.99351 2.16177 3.39936
44 C -0.67214 -3.25240 4.93705
45 C -1.25135 3.33503 4.08845
46 C -0.33641 -3.43482 3.60241
47 C 2.83546 -0.18195 -0.72564
48 C -5.58929 3.30589 -0.22163
49 C 1.71685 -1.54313 -4.01445
50 C 4.18391 0.06185 -0.92996
51 C -5.82126 -2.55867 -2.99491
52 C 0.16010 3.38883 -0.71587
53 C -4.11147 -0.90994 -1.53490
54 H 4.00541 3.36485 -1.55610
55 H -2.78690 -2.57167 0.89165
56 H -0.44116 3.88138 4.55449
57 H 3.69203 -1.57449 1.96327
58 H 1.98218 -1.94059 1.66066
59 H 5.65282 1.56956 -1.38536
60 H -1.73589 0.51641 -3.33909
61 H 4.90406 -0.74440 -0.85603
62 H 2.56722 -1.76641 3.32027
63 H 1.97346 -2.60443 -4.04419
64 H -3.38999 4.61704 -2.43560
65 H 0.37990 2.25080 0.98004
66 H -2.75769 4.73695 4.69855
67 H -1.17373 2.67503 0.62163
68 H 2.22988 2.73521 3.30495
69 H 1.81374 -1.14523 -5.02788
70 H -2.12382 -0.19898 4.72993
71 H -4.45336 -2.01861 0.75112
72 H 2.55962 2.54741 1.56665
73 H -1.51523 4.64255 -0.29212
74 H 4.31203 -0.40291 3.92202
75 H -0.89650 6.36384 -1.94966
76 H 1.13071 6.03266 -3.35018
77 H -0.38235 -2.59048 1.62905
78 H -0.16232 1.07487 -2.71802
79 H -0.42511 0.90219 -4.45049
80 H -1.57970 -1.95182 6.37856
81 H 2.53200 -1.19226 -0.47422
82 H -2.58674 -1.58598 -2.87746
83 H -2.14520 -2.02241 -4.66839
84 H -7.34590 -1.90445 -1.62905
85 H -4.14079 1.36124 2.45725
86 H -6.51955 3.54017 0.28016
87 H -3.66086 -1.98827 2.32095
88 H -5.44671 1.39117 0.69109
89 H 2.43623 -1.03811 -3.37685
90 H -5.85779 -0.46819 -0.34548
91 H -0.66257 -2.38065 -5.55713
92 H -1.16652 -3.43228 -4.23210
93 H 4.67869 1.30033 4.15342
94 H 0.16500 -4.34050 3.28524
95 H 2.55579 4.07354 -2.98188
96 H -0.43378 -4.01885 5.66277
97 H -4.60530 3.47672 3.65152
98 H -2.32762 2.43133 -2.06356
99 H -6.48688 -3.20490 -3.55173
100 H 5.25358 0.47038 2.69798
101 H 3.88271 2.90536 2.67976
102 H -5.50099 5.18072 -1.26540
103 H 0.01626 1.77103 3.33196
104 H -4.10048 -3.03157 -4.18272

Atomic partial charges in e from the Mulliken method, atoms 1 to 2: -0.64, -0.51